(1)
A 2-piece molecular cluster, ClIO2S overall at a distorted geometry. Source: OMol25; level of theory: the ωB97M-V functional and the def2-TZVPD basis.

```
! wB97M-V def2-TZVPD RIJCOSX def2/J DEFGRID3
* xyz 0 1
O 0.9777 0.0874 0.2283
O 1.6190 -1.7755 -1.1395
S 1.3334 -1.3110 0.2006
Cl -2.2633 1.9393 -0.7030
I -1.6667 1.0598 1.4137
*
```

HOMO: -9.77 eV
Energy relative to the best compared isomer or geometry (same formula, charge and spin): 23.70 kJ/mol
Kohn-Sham gap: 8.07 eV

---

(2)
CH4INO as an isolated structure at a distorted geometry. Source: OMol25; level of theory: the ωB97M-V functional and the def2-TZVPD basis.

```
! wB97M-V def2-TZVPD RIJCOSX def2/J DEFGRID3
* xyz 0 1
C -0.5384 -1.2702 1.4881
N -0.9807 -0.9347 -1.5316
O 0.2936 -0.7627 -1.7111
I 1.3520 -0.7567 0.7828
H -1.0500 -0.4634 1.8107
H -0.5787 -2.2134 2.0347
H -1.5562 -0.0840 -1.4659
H -1.4404 -1.6302 -0.9186
*
```

HOMO (alpha / beta): -8.36 / -8.91 eV
Energy relative to the best compared isomer or geometry (same formula, charge and spin): 294.52 kJ/mol
Kohn-Sham gap (alpha / beta): 8.47 / 8.19 eV

---

(3)
C27H52IrP2Si as an isolated structure at a distorted geometry. Source: OMol25; level of theory: the ωB97M-V functional and the def2-TZVPD basis.

```
! wB97M-V def2-TZVPD RIJCOSX def2/J DEFGRID3
* xyz 1 5
Ir -0.2528 -0.1387 -0.1617
C -0.1428 -1.8369 1.6078
C 1.2700 -2.3074 1.4487
C 1.2134 -0.9039 3.2751
C -0.1172 -1.0885 2.8688
C 2.0674 -1.6671 2.4034
C -1.2598 -2.8471 1.5042
H -1.0591 -3.5412 0.6850
H -2.2240 -2.3505 1.3257
H -1.2938 -3.4080 2.4529
C -1.3088 -0.9539 3.7319
H -2.2219 -0.9447 3.1196
H -1.2744 -0.0446 4.3549
H -1.4106 -1.8097 4.4395
C 1.6436 -0.2232 4.5105
H 1.7692 -0.9529 5.3214
H 0.8945 0.5007 4.8381
H 2.5954 0.2934 4.3844
C 3.4770 -1.9617 2.7186
H 3.5503 -2.5960 3.6229
H 4.0090 -1.0216 2.9293
H 3.9727 -2.4757 1.8914
C 1.6638 -3.5429 0.7297
H 1.8261 -4.3656 1.4522
H 2.6090 -3.3867 0.1909
H 0.9101 -3.8933 0.0136
C -1.7184 0.7192 -3.5507
C -1.8590 -0.7334 -3.3808
C -0.9591 -1.6920 -4.1527
C 0.5587 -1.4308 -4.1361
C 1.0940 -0.6159 -2.9746
C 1.3279 0.6915 -3.1639
C 0.7941 1.4183 -4.3840
C -0.7371 1.2743 -4.6152
H -1.2793 -1.6680 -5.2028
H 0.8226 -0.9377 -5.0777
H -1.1327 -2.7011 -3.7602
H -0.9224 0.6329 -5.4998
H -2.6590 1.3132 -3.6052
H -2.8669 -1.1845 -3.2602
H -1.1240 2.2773 -4.8408
H 1.0283 2.4815 -4.3067
H 2.0664 1.2655 -2.6240
H 1.2766 1.0365 -5.2904
H 1.0767 -2.4030 -4.1072
H 1.6874 -1.2220 -2.2863
P -1.5379 0.3411 -1.7883
P 1.6154 1.1857 0.2943
C -0.3045 2.1371 -1.4729
C 0.8710 2.5814 -0.6437
H -1.0792 2.8914 -1.4795
H 0.0899 2.0678 -2.4771
H 1.7126 2.9571 -1.2216
H 0.6169 3.3486 0.0860
C 2.4594 1.9904 1.6763
H 2.7450 1.2632 2.4530
H 1.8211 2.7762 2.1011
H 3.3670 2.4608 1.2546
C 2.9193 0.1898 -0.4936
H 3.3862 0.7380 -1.3167
H 2.4941 -0.7453 -0.8757
H 3.6834 -0.1160 0.2354
C -3.2532 0.3446 -1.1999
H -3.4292 -0.5451 -0.5634
H -3.9171 0.3123 -2.0988
H -3.4259 1.2790 -0.6371
C -0.8870 -1.7622 -1.2640
H -0.4048 -2.0873 -0.3347
H -0.2264 -2.2256 -2.0102
H -1.9069 -2.1415 -1.2218
C -3.2051 1.1524 2.1653
Si -1.4329 1.5623 1.5215
C -1.8114 3.3634 0.8875
C -0.5780 2.1652 3.1646
H -3.7484 0.4385 1.5376
H -3.2302 0.7913 3.2041
H -3.7831 2.0911 2.1682
H -2.6106 3.7668 1.5321
H -0.9443 4.0281 0.9963
H -2.1731 3.3914 -0.1424
H -0.5978 3.2699 3.1936
H 0.4635 1.8439 3.2739
H -1.1390 1.8396 4.0564
*
```

Expectation value of S²: 6.04
HOMO (alpha / beta): -8.30 / -10.59 eV
Energy relative to the best compared isomer or geometry (same formula, charge and spin): 450.84 kJ/mol
Kohn-Sham gap (alpha / beta): 6.28 / 6.07 eV

---

(4)
One molecule with the formula C10H16ClN2O4PS at a distorted geometry. Source: OMol25; level of theory: the ωB97M-V functional and the def2-TZVPD basis.

```
! wB97M-V def2-TZVPD RIJCOSX def2/J DEFGRID3
* xyz 0 1
O 2.2773 -3.1288 1.7210
O -0.4344 -0.7295 -2.5230
Cl 2.0135 2.5227 2.1994
N 2.1470 0.3364 0.8916
O -1.5768 1.2376 -1.4262
O -2.7691 -1.0146 -1.4892
S -0.5491 -0.9040 0.4878
C 2.2098 -1.9366 1.8412
C 2.4273 0.8253 2.0282
C 2.6613 -1.3880 2.9993
C 2.7483 0.0405 3.1912
N 2.0717 -1.0302 0.7838
C 3.0794 0.7241 4.6087
C 1.1421 -1.4853 -0.2313
C -0.7100 3.4288 -1.6088
C -4.5193 -1.5394 -3.0182
C -0.4351 2.0223 -1.0476
C -3.0433 -1.6519 -2.7682
P -1.3302 -0.3338 -1.3958
H 2.4791 -2.0372 3.8918
H 2.8393 1.8334 4.7187
H 2.5449 0.2276 5.4715
H 4.2078 0.5957 4.6999
H 1.1257 -2.5609 -0.4315
H 1.3384 -1.0215 -1.2383
H -1.8124 3.5958 -1.7068
H -0.2161 3.4934 -2.5288
H -0.2682 4.2248 -0.9872
H -4.7548 -1.9745 -4.0216
H -4.6570 -0.4165 -3.0604
H -5.1178 -1.8540 -2.1605
H -0.4298 2.0833 0.0335
H 0.4943 1.5532 -1.5381
H -2.5419 -1.1096 -3.5523
H -2.6420 -2.6287 -2.8341
*
```

SMILES string: CCOP(=O)(OCC)SCn1nc(Cl)c(C)cc1=O
HOMO: -9.32 eV
Energy relative to the best compared isomer or geometry (same formula, charge and spin): 32.75 kJ/mol
Kohn-Sham gap: 8.51 eV

---

(5)
One molecule with the formula C15H22ClNO. Source: OMol25; level of theory: the ωB97M-V functional and the def2-TZVPD basis.

```
! wB97M-V def2-TZVPD RIJCOSX def2/J DEFGRID3
* xyz 0 1
Cl -2.0570 -1.8213 1.7059
C -3.0056 -0.9691 0.5414
C -4.0229 -1.6152 -0.1304
C -4.7738 -0.9234 -1.0676
C -4.4993 0.4076 -1.3170
C -3.4802 1.0587 -0.6409
C -2.7137 0.3809 0.3010
O -1.7001 0.9137 1.0190
C -1.2059 2.1941 0.6801
C 0.1095 2.3928 1.4320
H 0.5113 3.3769 1.1838
C 1.1259 1.2974 1.1041
H 0.6125 0.3397 1.1685
H 1.9162 1.3110 1.8566
C 1.7526 1.4674 -0.2928
N 2.4196 0.3330 -0.8813
C 3.5720 -0.2015 -0.1908
C 3.2563 -1.3268 0.8043
C 2.4811 -2.4355 0.0977
C 1.2230 -1.8569 -0.5429
C 1.6047 -0.7024 -1.4788
H 0.7048 -0.2434 -1.8947
H 2.1850 -1.1202 -2.3130
H 0.7027 -2.6249 -1.1191
H 0.5409 -1.5099 0.2339
H 2.2170 -3.2242 0.8055
H 3.1109 -2.8766 -0.6797
H 4.1914 -1.7180 1.2104
H 2.6633 -0.9414 1.6342
H 4.0850 0.6202 0.3136
H 4.2489 -0.6034 -0.9568
H 2.4841 2.2838 -0.2469
H 0.9774 1.7685 -1.0027
H -0.1059 2.3675 2.5015
H -1.0436 2.2581 -0.4033
H -1.9284 2.9695 0.9708
H -3.2906 2.1007 -0.8449
H -5.0814 0.9541 -2.0434
H -5.5680 -1.4267 -1.5961
H -4.2196 -2.6548 0.0786
*
```

SMILES string: Clc1ccccc1OCCCCN1CCCCC1
HOMO: -7.80 eV
Energy relative to the best compared isomer or geometry (same formula, charge and spin): 136.05 kJ/mol
Kohn-Sham gap: 8.64 eV

---

(6)
An isolated ion of composition C7H14FN5 and charge +2 at a distorted geometry. Source: OMol25; level of theory: the ωB97M-V functional and the def2-TZVPD basis.

```
! wB97M-V def2-TZVPD RIJCOSX def2/J DEFGRID3
* xyz 2 1
C 0.1555 0.9506 -0.1968
C -2.7251 1.3064 -0.0696
C 2.0638 -0.3043 -0.0766
C -0.2818 -0.4904 -0.2547
C -2.5765 -1.0770 0.4490
C 1.1030 -2.6240 -0.1902
C 2.2481 2.1863 -0.0734
N -3.2789 0.1505 0.0994
N -1.2270 -0.8295 0.7804
N 0.9630 -1.2112 -0.1715
N 1.4239 1.0138 -0.1215
N -3.1864 2.4828 -0.2452
F -2.6799 -1.9062 -0.6463
H 2.6150 -0.4022 0.8734
H 2.7867 -0.4446 -0.8952
H -0.7627 -0.6545 -1.2385
H -3.1028 -1.5735 1.2773
H 1.7102 -2.9325 -1.0516
H 1.6222 -2.9956 0.7002
H 0.1278 -3.0979 -0.2750
H 2.9086 2.2126 -0.9420
H 2.8697 2.1748 0.8223
H 1.6270 3.0790 -0.0716
H -4.2814 0.0068 -0.0857
H -0.8538 -1.3763 1.5424
H -2.5678 3.2556 -0.4720
H -4.1737 2.7383 -0.1395
*
```

HOMO (alpha / beta): -16.42 / -16.29 eV
Energy relative to the best compared isomer or geometry (same formula, charge and spin): 360.78 kJ/mol
Kohn-Sham gap (alpha / beta): 7.69 / 5.59 eV

---

(7)
A 2-piece molecular cluster, C4H12NO overall at a distorted geometry. Source: OMol25; level of theory: the ωB97M-V functional and the def2-TZVPD basis.

```
! wB97M-V def2-TZVPD RIJCOSX def2/J DEFGRID3
* xyz 1 1
C -0.5419 2.2312 -2.0565
C -1.1104 1.6824 -0.7538
C -0.3118 0.5115 -0.2331
C -0.8546 -0.5812 0.2661
N 0.0247 -1.7273 0.6894
H -0.5262 1.4456 -2.8131
H 0.4838 2.5798 -1.9387
H -1.1712 3.0434 -2.4103
H -2.1419 1.3608 -0.8916
H -1.0667 2.3960 0.0755
H 0.7717 0.5831 -0.2857
H -1.8765 -0.9150 0.3654
H 1.0058 -1.5086 0.9067
H -0.4020 -2.1737 1.4988
H 0.0791 -2.4241 -0.0585
H 2.1655 -2.7478 2.9439
H 3.1550 -1.6601 2.4423
O 2.3176 -2.0960 2.2533
*
```

HOMO: -14.50 eV
Energy relative to the best compared isomer or geometry (same formula, charge and spin): 91.35 kJ/mol
Kohn-Sham gap: 11.17 eV

---

(8)
A 2-piece molecular cluster, C3H7N2S overall at a distorted geometry. Source: OMol25; level of theory: the ωB97M-V functional and the def2-TZVPD basis.

```
! wB97M-V def2-TZVPD RIJCOSX def2/J DEFGRID3
* xyz 1 1
C -2.8921 -0.2142 0.0224
C -0.8275 0.9965 -0.0343
C 3.3023 0.6561 -0.0120
N -3.2968 -1.4362 0.0492
N -1.4820 -0.0967 -0.0216
S -0.0822 2.3145 -0.0507
H 2.5218 0.4511 0.7149
H 4.0662 -0.1051 0.0621
H 2.8869 0.6550 -1.0117
H 3.7452 1.6209 0.1948
H -4.2973 -1.5949 0.0857
H -2.7249 -2.2854 0.0427
H -0.9196 -0.9616 -0.0413
*
```

HOMO: -14.02 eV
Energy relative to the best compared isomer or geometry (same formula, charge and spin): 332.33 kJ/mol
Kohn-Sham gap: 7.91 eV